(1)
The following is a DFT calculation (ωB97M-V with the def2-TZVPD basis set) of 2 unconnected molecules or ions with the total composition C4H8O2.

Its SMILES is CC(=O)O.C=C. As for the orbital gap: 11.1140 eV. As for the relative energy (zero: lowest compared OMol25 entry of this formula, charge and spin): 88.4 kJ/mol. The HOMO energy is -0.3733 Eh. The spin multiplicity is 1.

```
14
Properties=species:S:1:pos:R:3:mulliken_charge:R:1
C -0.20 2.04 1.92 -1.05
C -0.32 0.97 0.86 0.81
O -1.36 0.60 0.37 -0.54
O 0.87 0.48 0.52 -0.43
H -1.20 2.35 2.24 0.30
H 0.34 2.90 1.51 0.29
H 0.37 1.66 2.77 0.30
H 0.72 -0.21 -0.16 0.30
C 0.73 -2.08 -1.74 -0.38
C -0.47 -1.52 -1.60 -0.67
H 1.04 -2.94 -1.15 0.25
H 1.46 -1.70 -2.46 0.26
H -0.78 -0.66 -2.19 0.29
H -1.20 -1.89 -0.88 0.27
```

(2)
The following is a DFT calculation (ωB97M-V with the def2-TZVPD basis set) of 2 unconnected molecules or ions with the total composition C12H26F9O7PSSi.

Its SMILES is CCOCCO[Si@@H](CCCCC(F)(F)C(F)(F)S(F)(F)(F)(F)F)P(=O)(O)O.OCCO. As for the orbital gap: 10.0275 eV. As for the relative energy (zero: lowest compared OMol25 entry of this formula, charge and spin): 0.0 kJ/mol. The HOMO energy is -0.3576 Eh. The spin multiplicity is 1.

```
57
Properties=species:S:1:pos:R:3:mulliken_charge:R:1
C 5.46 -2.30 1.35 -1.05
C 6.47 -1.92 0.28 -0.30
O 6.19 -0.62 -0.21 -0.29
C 5.86 -0.54 -1.58 -0.58
C 5.16 0.76 -1.84 -0.52
O 3.92 0.78 -1.13 0.08
Si 2.79 1.94 -1.38 -0.16
C 1.12 1.33 -0.82 -0.74
C 0.14 0.99 -1.97 -0.46
C -1.28 1.51 -1.74 -1.19
C -1.93 1.07 -0.42 -0.78
C -2.89 -0.09 -0.49 0.73
F -3.52 -0.18 0.71 -0.29
F -3.84 0.12 -1.43 -0.31
C -2.21 -1.45 -0.83 0.60
F -1.10 -1.56 -0.09 -0.30
F -1.86 -1.40 -2.12 -0.32
S -3.19 -3.07 -0.56 1.42
F -3.15 -2.80 1.00 -0.31
F -1.84 -3.88 -0.47 -0.31
F -3.27 -3.37 -2.11 -0.29
F -4.58 -2.29 -0.66 -0.31
F -3.98 -4.39 -0.28 -0.28
P 3.47 3.74 -0.20 0.80
O 4.80 4.24 -0.59 -0.66
O 3.36 3.28 1.34 -0.49
O 2.27 4.81 -0.37 -0.46
H 4.55 -2.73 0.93 0.26
H 5.18 -1.40 1.91 0.26
H 5.89 -3.02 2.06 0.38
H 6.45 -2.64 -0.55 0.32
H 7.48 -1.91 0.69 0.32
H 6.77 -0.57 -2.20 0.31
H 5.21 -1.37 -1.87 0.38
H 4.97 0.85 -2.92 0.38
H 5.78 1.60 -1.52 0.33
H 2.81 2.34 -2.81 -0.18
H 1.34 0.43 -0.24 0.42
H 0.68 2.06 -0.13 0.46
H 0.13 -0.09 -2.12 0.24
H 0.49 1.42 -2.91 0.57
H -1.24 2.60 -1.75 0.45
H -1.92 1.22 -2.58 0.38
H -1.19 0.85 0.34 0.40
H -2.56 1.88 -0.03 0.41
H 3.84 3.87 1.94 0.32
H 2.23 5.47 0.34 0.32
O -7.32 -1.62 1.92 -0.51
C -7.30 -1.22 3.29 -0.45
C -6.53 0.07 3.46 -0.17
O -7.09 1.11 2.68 -0.50
H -6.42 -1.88 1.68 0.28
H -8.34 -1.07 3.57 0.28
H -6.87 -2.00 3.93 0.29
H -6.56 0.40 4.50 0.31
H -5.48 -0.09 3.18 0.14
H -7.35 0.71 1.84 0.34
```

(3)
The following is a DFT calculation (ωB97M-V with the def2-TZVPD basis set) of a molecular structure, C55H57BN12O2STeTi.

As for the orbital gap: 7.3329 eV. As for the relative energy (zero: lowest compared OMol25 entry of this formula, charge and spin): 0.0 kJ/mol. The HOMO energy is -0.2811 Eh. The spin multiplicity is 1.

```
130
Properties=species:S:1:pos:R:3:mulliken_charge:R:1
Ti -1.75 1.25 -1.49 -2.09
C 2.44 1.84 -0.60 -2.12
C 1.29 1.05 -0.66 -1.28
N 0.24 1.81 -0.93 1.33
N 0.66 3.08 -0.99 0.59
C 1.99 3.12 -0.80 -0.16
B -0.28 4.25 -1.35 0.72
N -1.53 4.21 -0.42 0.02
C -2.23 5.20 0.15 -0.28
C -3.42 4.69 0.63 -1.73
C -3.38 3.34 0.29 -0.43
N -2.24 3.06 -0.35 1.23
N -0.79 4.01 -2.78 -0.46
C -0.78 4.77 -3.88 0.03
C -1.26 4.03 -4.93 -1.57
C -1.55 2.79 -4.38 -0.35
N -1.28 2.77 -3.08 0.75
N 0.47 5.55 -1.15 0.41
C 0.80 6.09 0.05 -0.54
C 1.73 7.08 -0.17 -0.92
C 1.93 7.05 -1.56 -0.42
N 1.19 6.13 -2.14 -1.01
H 3.45 1.52 -0.40 0.59
H 1.15 -0.01 -0.50 1.42
H 2.52 4.06 -0.82 0.50
H -1.85 6.21 0.16 0.63
H -4.20 5.21 1.15 0.48
H -4.09 2.55 0.46 0.56
H -0.39 5.78 -3.83 0.57
H -1.37 4.34 -5.96 0.43
H -1.91 1.90 -4.87 0.53
H 0.37 5.72 0.97 0.77
H 2.19 7.71 0.57 0.43
H 2.58 7.67 -2.16 0.47
C 1.85 -4.52 -0.52 -1.51
C 2.41 -3.37 -1.34 -0.13
C 1.31 -2.67 -2.12 -0.06
N 1.82 -1.55 -2.92 0.34
C 1.34 -1.12 -4.10 -0.58
S 1.27 0.49 -4.49 -0.30
N 0.86 -2.06 -4.99 0.26
C 1.15 -3.42 -5.18 -0.26
O 0.33 -4.12 -5.72 -0.61
C 2.50 -3.93 -4.80 0.64
C 3.64 -3.14 -4.89 0.18
C 4.88 -3.69 -4.60 -0.86
C 4.98 -5.01 -4.19 -0.38
C 3.84 -5.80 -4.11 -0.66
C 2.60 -5.27 -4.43 -0.46
H 2.64 -5.02 0.04 0.44
H 1.37 -5.26 -1.16 0.40
H 1.11 -4.16 0.20 0.21
H 3.17 -3.73 -2.04 -0.04
H 2.90 -2.63 -0.69 0.32
H 0.54 -2.29 -1.43 -0.04
H 0.80 -3.38 -2.78 0.49
H 2.19 -0.78 -2.38 0.16
H 0.14 -1.72 -5.60 0.35
H 3.57 -2.11 -5.21 0.46
H 5.77 -3.08 -4.68 0.42
H 5.95 -5.44 -3.95 0.39
H 3.92 -6.84 -3.81 0.41
H 1.70 -5.87 -4.39 0.50
N -4.72 -3.26 -6.75 -0.58
C -4.22 -2.57 -5.98 -0.25
C -3.62 -1.69 -5.02 0.37
C -4.16 -0.43 -4.78 -0.70
C -3.57 0.40 -3.85 -0.48
C -2.43 0.02 -3.13 1.10
C -1.93 -1.26 -3.36 -0.32
C -2.50 -2.12 -4.30 -0.76
H -5.04 -0.12 -5.33 0.54
H -4.03 1.37 -3.67 0.55
H -1.09 -1.62 -2.79 0.58
H -2.09 -3.10 -4.47 0.60
C 3.25 -2.79 7.95 -1.59
C 2.56 -2.36 6.68 0.71
C 1.26 -1.89 6.70 -0.92
C 0.60 -1.50 5.53 0.63
C -0.82 -1.01 5.64 -1.18
C 1.27 -1.58 4.30 -0.24
Te 0.25 -1.03 2.52 0.90
N -1.39 -0.27 -0.35 0.54
C -2.67 -0.37 -0.26 0.67
O -3.43 0.67 -0.69 -0.58
C -3.40 -1.54 0.27 0.26
C -2.70 -2.71 0.53 -0.30
C -3.36 -3.82 1.02 -0.99
C -4.73 -3.76 1.26 -0.50
C -5.43 -2.59 1.00 -0.84
C -4.77 -1.48 0.50 -0.28
C -0.14 0.98 3.08 0.13
C 0.92 1.84 3.41 1.06
C 2.36 1.41 3.44 -1.80
C 0.63 3.15 3.82 -0.96
C -0.67 3.61 3.94 0.55
C -0.97 4.98 4.48 -1.87
C -1.70 2.74 3.61 -0.76
C -1.46 1.44 3.19 1.34
C -2.66 0.56 2.91 -1.13
C 2.60 -2.05 4.27 1.16
C 3.45 -2.16 3.03 -1.71
C 3.21 -2.44 5.46 -0.80
H 2.61 -2.64 8.82 0.35
H 4.17 -2.22 8.10 0.34
H 3.52 -3.85 7.91 0.34
H 0.73 -1.82 7.64 0.28
H -1.15 -1.03 6.68 0.44
H -1.49 -1.64 5.05 0.18
H -0.91 0.01 5.27 0.11
H -1.63 -2.74 0.33 0.48
H -2.82 -4.74 1.22 0.47
H -5.25 -4.62 1.65 0.41
H -6.50 -2.54 1.19 0.45
H -5.30 -0.56 0.29 0.52
H 2.58 0.73 2.62 0.06
H 2.58 0.89 4.37 0.30
H 3.02 2.28 3.36 0.52
H 1.45 3.80 4.09 0.36
H -0.08 5.60 4.51 0.38
H -1.37 4.92 5.49 0.41
H -1.73 5.49 3.87 0.37
H -2.73 3.07 3.71 0.32
H -3.56 1.03 3.29 0.54
H -2.55 -0.42 3.37 0.20
H -2.79 0.40 1.84 -0.29
H 2.88 -2.04 2.11 -0.20
H 3.94 -3.13 3.00 0.58
H 4.23 -1.40 3.04 0.34
H 4.23 -2.81 5.42 0.44
```

(4)
The following is a DFT calculation (ωB97M-V with the def2-TZVPD basis set) of a gas-phase ion, C7H16NO2S (charge -1).

As for the total charge: -1. As for the orbital gap: 6.9959 eV. As for the relative energy (zero: lowest compared OMol25 entry of this formula, charge and spin): 14.7 kJ/mol. The HOMO energy is -0.1276 Eh. The spin multiplicity is 1.

```
27
Properties=species:S:1:pos:R:3:mulliken_charge:R:1
C -2.55 0.42 -0.77 -1.30
C -1.41 1.42 1.31 -1.10
C 0.47 -1.80 1.01 -1.91
C 1.71 -1.24 -1.23 -1.57
C 2.01 0.21 0.88 -1.71
C -1.39 0.28 0.29 0.32
C 0.98 -0.72 0.04 1.56
N -0.21 0.10 -0.49 -0.02
O 1.69 1.44 -1.98 -0.56
O -0.64 1.60 -2.58 -0.63
S 0.34 1.66 -1.46 0.41
H -2.34 1.28 -1.47 0.35
H -2.77 -0.52 -1.45 0.26
H -3.60 0.62 -0.28 0.34
H -0.85 2.32 0.99 0.20
H -1.01 1.02 2.30 0.24
H -2.49 1.81 1.68 0.33
H -0.09 -1.36 1.81 0.47
H -0.01 -2.54 0.26 0.37
H 1.37 -2.39 1.40 0.42
H 2.46 -0.46 -1.35 0.40
H 0.99 -1.32 -2.04 0.35
H 2.25 -2.25 -1.08 0.33
H 2.05 1.23 0.59 0.39
H 1.79 0.05 1.93 0.49
H 3.04 -0.15 0.91 0.40
H -1.79 -0.73 0.79 0.18
```

(5)
The following is a DFT calculation (ωB97M-V with the def2-TZVPD basis set) of a molecular structure, C26H24Cl2N6O3S2Ti.

As for the total charge: -2. Its expectation value of S² is 2.02. As for the orbital gap (alpha / beta): 3.9924 / 5.6083 eV. As for the relative energy (zero: lowest compared OMol25 entry of this formula, charge and spin): 151.0 kJ/mol. The HOMO energy (alpha / beta) is 0.0101 / -0.0495 Eh. The spin multiplicity is 3.

```
64
Properties=species:S:1:pos:R:3:lowdin_spin:R:1
Ti 0.09 -0.20 -0.68 1.34
N 2.37 -3.89 0.72 0.01
C 1.69 -2.67 0.51 0.03
S 2.09 -1.77 -0.91 0.00
N 0.85 -2.32 1.42 0.02
N 0.36 -1.02 1.33 0.11
C -0.91 -0.89 1.68 0.20
C -1.88 -1.96 1.44 0.03
C -2.83 -2.40 2.34 0.02
C -3.74 -3.40 2.01 0.00
C -3.68 -3.96 0.73 0.02
C -2.76 -3.51 -0.20 0.00
C -1.85 -2.47 0.10 0.03
O -1.08 -1.95 -0.80 0.02
H 2.49 -4.38 -0.16 0.00
H 1.85 -4.46 1.38 0.00
H -1.24 0.08 2.03 0.02
H -2.85 -1.97 3.34 0.00
H -4.48 -3.74 2.72 0.00
H -4.38 -4.74 0.45 0.00
H -2.74 -3.92 -1.21 0.00
S 1.37 1.95 3.50 0.00
C 2.74 0.90 3.45 0.00
C 3.46 0.32 4.48 0.00
C 4.49 -0.55 4.16 0.00
C 4.79 -0.84 2.82 0.00
C 4.08 -0.25 1.79 0.00
C 3.05 0.63 2.10 0.00
N 2.25 1.28 1.18 0.00
C 1.32 1.98 1.75 0.00
C 0.26 2.68 1.04 0.00
C -0.12 3.96 1.47 0.00
C -1.15 4.63 0.82 0.01
C -1.79 4.00 -0.24 0.00
C -1.41 2.73 -0.64 0.01
C -0.38 2.00 -0.02 0.00
H 3.21 0.52 5.52 0.00
H 5.06 -1.03 4.95 0.00
H 5.57 -1.55 2.59 0.00
H 4.25 -0.51 0.75 0.00
H 0.40 4.43 2.30 0.00
H -1.44 5.62 1.14 0.00
H -2.61 4.51 -0.75 0.00
H -1.96 2.26 -1.45 0.00
C 2.00 2.03 -4.15 0.00
C 1.13 1.25 -3.20 0.03
N 1.50 0.98 -2.00 0.00
O 2.75 1.45 -1.63 0.00
C -0.19 0.81 -3.60 0.01
C -0.74 1.08 -4.96 0.00
N -0.90 0.18 -2.69 0.03
O -2.12 -0.13 -2.96 0.03
H 2.68 2.65 -3.59 0.00
H 1.39 2.64 -4.81 0.00
H 2.59 1.34 -4.77 0.00
H 2.70 1.35 -0.66 0.00
H 0.01 0.94 -5.74 0.00
H -1.13 2.11 -5.06 0.00
H -1.58 0.40 -5.13 0.00
Cl -6.25 -0.82 -1.46 0.00
C -4.47 -0.71 -1.29 0.00
Cl -4.00 0.33 0.06 0.01
H -4.05 -0.29 -2.20 0.00
H -4.09 -1.70 -1.10 0.00
```

(6)
The following is a DFT calculation (ωB97M-V with the def2-TZVPD basis set) of a molecular structure, C34H42AuGeOP.

As for the orbital gap: 6.5715 eV. The HOMO energy is -0.2466 Eh. The spin multiplicity is 1.

```
80
Properties=species:S:1:pos:R:3:mulliken_charge:R:1
Au -1.06 0.14 -0.22 0.04
C -0.46 -2.58 1.75 0.05
Ge 1.11 -3.59 1.13 2.43
C 0.54 -4.66 -0.40 -0.17
C -0.73 -4.50 -0.97 -0.42
C -1.10 -5.24 -2.08 -0.70
C -0.21 -6.15 -2.65 -0.44
C 1.05 -6.30 -2.10 -0.80
C 1.42 -5.56 -0.99 -0.16
C 1.65 -4.75 2.61 -0.08
C 2.14 -4.22 3.80 0.17
C 2.47 -5.04 4.87 -0.95
C 2.30 -6.41 4.77 -0.53
C 1.81 -6.96 3.59 -0.65
C 1.48 -6.13 2.52 -0.50
C 2.62 -2.51 0.51 -0.44
C 2.53 -1.90 -0.74 -0.14
C 3.58 -1.16 -1.24 -0.64
C 4.74 -0.99 -0.49 -0.55
C 4.84 -1.59 0.75 -0.84
C 3.79 -2.35 1.25 -0.03
H -0.79 -1.88 0.98 -0.66
H -1.43 -3.79 -0.55 0.24
H -2.08 -5.11 -2.51 0.42
H -0.51 -6.72 -3.52 0.38
H 1.75 -7.00 -2.55 0.40
H 2.42 -5.68 -0.59 0.47
H 2.26 -3.14 3.92 0.36
H 2.85 -4.61 5.79 0.42
H 2.55 -7.05 5.60 0.38
H 1.67 -8.03 3.51 0.41
H 1.10 -6.57 1.61 0.32
H 1.63 -2.02 -1.33 0.42
H 3.50 -0.70 -2.23 0.45
H 5.56 -0.40 -0.88 0.41
H 5.74 -1.47 1.34 0.43
H 3.90 -2.84 2.21 0.34
C -0.04 4.74 -1.67 -1.36
C 0.00 3.57 -2.64 -0.61
P 0.39 1.97 -1.79 0.47
C 2.07 2.30 -1.11 0.76
C 3.16 2.81 -2.04 -1.58
C 0.75 0.88 -3.22 0.22
C -0.46 0.70 -4.14 -1.37
H -0.42 5.64 -2.16 0.40
H 0.96 4.98 -1.29 0.27
H -0.68 4.53 -0.82 0.34
H 0.70 3.76 -3.46 0.39
H -0.99 3.44 -3.10 0.40
H 2.38 1.37 -0.63 -0.89
H 1.92 3.01 -0.28 0.56
H 3.46 2.05 -2.77 0.25
H 4.05 3.09 -1.48 0.46
H 2.84 3.69 -2.60 0.32
H 1.02 -0.10 -2.80 -0.32
H 1.62 1.24 -3.78 0.45
H -1.33 0.38 -3.57 0.22
H -0.26 -0.04 -4.91 0.42
H -0.71 1.63 -4.64 0.35
C -2.92 -0.10 -1.10 -1.60
H -2.87 -0.85 -1.89 0.38
H -3.23 0.85 -1.55 0.35
H -3.69 -0.41 -0.40 0.41
C 2.24 0.99 2.57 -1.96
C 1.13 0.03 2.22 1.04
O 0.84 -0.07 1.02 0.13
C 0.48 -0.75 3.31 1.35
C -0.26 -1.93 3.08 -0.37
C -0.79 -2.58 4.19 -0.82
C -0.61 -2.11 5.48 -0.68
C 0.12 -0.95 5.70 -0.89
C 0.67 -0.29 4.62 -0.99
H 2.72 1.30 1.64 0.21
H 2.97 0.54 3.24 0.47
H 1.83 1.88 3.06 0.48
H -1.24 -3.34 1.86 0.85
H -1.35 -3.49 4.03 0.35
H -1.04 -2.65 6.31 0.42
H 0.27 -0.57 6.71 0.44
H 1.23 0.61 4.79 0.40
```

(7)
The following is a DFT calculation (ωB97M-V with the def2-TZVPD basis set) of 14 unconnected molecules or ions with the total composition C19H66N10O14.

As for the orbital gap: 6.9130 eV. As for the relative energy (zero: lowest compared OMol25 entry of this formula, charge and spin): 405.8 kJ/mol. The HOMO energy is -0.2785 Eh. The spin multiplicity is 1.

```
109
Properties=species:S:1:pos:R:3:mulliken_charge:R:1
C 3.90 -0.84 1.92 -1.11
C 3.69 0.05 3.19 -0.43
O 2.33 0.26 3.37 -0.41
H 3.87 -1.90 2.02 0.58
H 5.02 -0.77 1.82 0.43
H 3.50 -0.60 0.89 0.09
H 4.26 1.00 3.11 0.28
H 4.06 -0.46 4.12 0.46
H 2.26 0.45 4.35 0.27
C 3.13 2.45 0.62 0.42
C 4.20 3.46 1.01 -0.76
O 3.73 4.57 1.75 -0.50
H 2.42 2.99 -0.03 -0.29
H 2.64 1.87 1.38 -0.38
H 3.78 1.77 0.01 0.32
H 4.61 3.99 0.12 0.39
H 5.07 3.02 1.47 0.42
H 4.56 5.07 1.78 0.32
C -0.93 -5.01 0.99 -1.74
C -1.60 -3.72 1.45 1.45
O -1.91 -3.78 2.86 -0.63
H -0.91 -4.89 -0.06 0.33
H -1.40 -5.95 1.30 0.40
H 0.12 -4.93 1.26 0.31
H -2.61 -3.49 1.00 0.39
H -0.92 -2.95 1.21 -0.77
H -2.15 -2.93 3.21 0.28
C 0.87 0.24 -0.07 1.17
C -0.20 -0.30 -0.98 0.49
O -0.65 0.70 -1.91 -0.31
H 1.54 -0.51 0.34 -0.57
H 0.72 1.12 0.69 -0.70
H 1.68 0.67 -0.63 0.52
H -0.97 -0.65 -0.25 -1.09
H 0.04 -1.17 -1.49 0.44
H -0.21 0.58 -2.72 -0.70
C -1.57 -0.29 -4.60 -0.68
C -0.29 -1.16 -4.73 0.11
O -0.61 -2.47 -5.29 -0.61
H -1.40 0.76 -4.42 0.19
H -2.48 -0.61 -3.93 0.20
H -1.88 -0.24 -5.63 0.36
H 0.14 -1.14 -3.72 -0.22
H 0.39 -0.68 -5.38 0.48
H -0.23 -2.52 -6.15 0.36
C -3.24 2.52 -1.18 0.64
O -4.19 3.48 -0.95 -0.81
N -3.38 1.64 -2.10 -0.54
N -2.24 2.23 -0.46 1.21
H -4.00 2.04 -2.88 0.28
H -2.66 1.01 -2.48 0.08
H -2.03 3.07 0.22 -0.90
H -1.50 1.57 -0.81 0.32
C -0.89 3.69 2.18 0.25
O -1.12 2.68 3.13 -0.83
N -1.97 4.09 1.54 -0.46
N 0.24 4.00 1.62 -0.13
H -2.93 3.75 1.87 0.32
H -1.89 4.88 0.85 0.27
H 1.02 3.63 2.16 0.06
H 0.33 4.31 0.63 0.41
C -3.55 -0.65 0.98 0.37
O -3.88 -1.66 1.83 -0.74
N -2.82 0.38 1.40 0.19
N -3.93 -0.54 -0.30 -0.13
H -2.54 0.43 2.36 0.24
H -2.41 1.18 0.76 0.00
H -4.54 -1.15 -0.69 0.30
H -3.81 0.26 -0.95 0.07
C 1.52 -3.33 3.56 0.20
O 1.41 -4.67 3.38 -0.74
N 1.59 -2.74 4.73 -0.10
N 1.46 -2.46 2.59 0.24
H 2.06 -3.21 5.56 0.30
H 1.49 -1.70 4.90 0.12
H 1.51 -2.86 1.66 -0.03
H 1.92 -1.54 2.50 -0.31
C -1.50 -0.75 4.07 0.33
O -1.73 -1.85 4.87 -0.75
N -2.13 0.39 4.11 -0.26
N -0.56 -0.67 3.15 1.37
H -2.92 0.30 4.69 0.17
H -1.80 1.31 3.92 0.42
H 0.12 -1.44 3.00 -0.68
H -0.26 0.23 2.75 -0.17
C 0.73 3.92 -2.07 -0.84
O -0.01 4.37 -0.93 -0.58
H 1.68 4.33 -2.20 0.53
H 0.21 4.32 -2.96 0.36
H 0.73 2.81 -2.11 0.21
H -0.76 4.74 -1.26 0.22
C 2.07 -2.97 -1.51 -0.25
O 1.63 -3.58 -0.23 -0.54
H 2.78 -2.16 -1.26 0.15
H 1.25 -2.69 -2.05 -0.18
H 2.57 -3.78 -2.00 0.45
H 0.84 -4.11 -0.43 0.19
C -2.83 -3.13 -2.20 -0.13
O -1.48 -3.18 -2.59 -0.39
H -3.48 -3.75 -2.81 0.40
H -3.06 -2.10 -2.09 -0.22
H -3.05 -3.52 -1.21 0.11
H -1.41 -2.85 -3.46 0.28
C 1.04 1.86 -5.24 -0.93
O 1.36 1.23 -4.04 -0.28
H 0.03 1.64 -5.64 0.30
H 1.63 1.39 -5.96 0.41
H 1.25 2.90 -5.28 0.36
H 2.32 1.41 -3.93 0.25
```

no.,electronic energy (Eh)
1,-307.67877
2,-2927.39608
3,-4478.35655
4,-879.69889
5,-4125.67374
6,-3949.95683
7,-2364.15397